The following is a DFT calculation (the ωB97M-V functional and the def2-TZVPD basis) of a structure of composition C41H71N2O21S2.

## Properties
Net charge: -1
E: -4090.84006 a.u.
Gap between HOMO and LUMO: 0.2911 Eh
LUMO energy: 2.1451 eV

Each line ends with the Mulliken charge.
Atoms and positions in Å:
1 C -1.8434 1.6209 1.1433  -1.320
2 C -3.3775 1.5163 1.1752  3.610
3 C -4.0199 2.0163 -0.1355  -2.106
4 C -3.8605 2.5044 2.2674  -2.420
5 C -3.9012 0.1438 1.6168  -2.486
6 C -3.2839 -1.1317 0.9893  3.593
7 C -2.9303 -1.0008 -0.4888  -2.480
8 C -4.3785 -2.2242 1.0678  -2.038
9 C -2.0999 -1.6715 1.7835  -0.939
10 C -2.2067 -1.8635 3.1665  -0.094
11 C -1.1486 -2.3212 3.9332  -1.186
12 C 0.0567 -2.6408 3.3261  0.386
13 O 1.1158 -3.1070 4.0762  -0.442
14 C 1.8826 -2.0467 4.6114  -1.160
15 C 2.8463 -1.5322 3.5754  1.560
16 O 3.4904 -0.3530 4.0385  -0.590
17 C 4.2137 0.2129 2.9521  -0.638
18 C 3.4747 1.3680 2.3067  -0.769
19 S 2.5176 0.8053 0.8855  0.918
20 O 1.1952 0.5601 1.4204  -0.269
21 O 3.1720 -0.3926 0.3849  -0.377
22 N 2.6026 2.0388 -0.1153  -0.669
23 S 1.9986 1.7987 -1.5794  1.232
24 O 1.0486 0.7161 -1.6695  -0.656
25 O 1.4636 3.0653 -2.0424  -0.695
26 C 3.3949 1.4461 -2.6517  -1.304
27 C 3.3029 0.0575 -3.3151  -0.014
28 C 4.6537 -0.6626 -3.3452  -0.851
29 C 4.5685 -2.1994 -3.2417  -1.156
30 N 3.4628 -2.6992 -2.4444  0.800
31 C 3.4053 -2.7696 -1.0862  -1.273
32 C 2.1685 -3.2733 -0.7524  0.165
33 C 1.4783 -3.5164 -1.9499  -1.162
34 C 2.2983 -3.1580 -2.9920  -0.680
35 C 0.1756 -2.4723 1.9590  0.337
36 C -0.8777 -1.9853 1.2079  0.214
37 H -1.3699 0.9790 1.8813  0.064
38 H -1.5780 2.6415 1.4188  0.241
39 H -1.4210 1.4742 0.1548  0.118
40 H -4.1378 3.0937 -0.1310  0.451
41 H -3.3987 1.7014 -0.9722  0.342
42 H -4.9752 1.5149 -0.2775  0.337
43 H -4.9500 2.4322 2.3202  0.492
44 H -3.5943 3.5176 1.9835  0.560
45 H -3.4515 2.2421 3.2398  0.426
46 H -3.7192 0.0735 2.6866  0.320
47 H -4.9812 0.0930 1.4720  0.456
48 H -2.7470 -1.9976 -0.8866  0.605
49 H -2.0243 -0.4299 -0.6677  0.234
50 H -3.7385 -0.5431 -1.0526  0.374
51 H -4.8965 -2.2052 2.0234  0.401
52 H -3.9954 -3.2071 0.8098  0.377
53 H -5.1304 -1.9640 0.3189  0.557
54 H -3.1335 -1.6152 3.6674  0.487
55 H -1.2318 -2.4444 5.0047  0.454
56 H 2.4511 -2.4150 5.4641  0.299
57 H 1.2461 -1.2441 4.9880  0.422
58 H 2.3321 -1.3047 2.6420  -0.942
59 H 3.5914 -2.3122 3.3842  0.169
60 H 5.1504 0.5797 3.3728  0.458
61 H 4.4680 -0.5599 2.2313  0.241
62 H 2.7431 1.7410 3.0175  0.257
63 H 4.1310 2.1960 2.0603  0.467
64 H 3.4384 2.2191 -3.4072  0.292
65 H 4.2807 1.4872 -2.0247  0.480
66 H 3.0025 0.2371 -4.3459  0.433
67 H 2.5112 -0.5366 -2.8698  0.104
68 H 5.3428 -0.2837 -2.5950  0.556
69 H 5.1224 -0.4563 -4.3077  0.322
70 H 4.5587 -2.6832 -4.2119  0.543
71 H 5.4892 -2.5341 -2.7633  0.276
72 H 4.2057 -2.4548 -0.4454  0.536
73 H 1.8331 -3.4099 0.2587  0.639
74 H 0.4773 -3.9002 -2.0296  0.557
75 H 2.0823 -3.1846 -4.0419  0.492
76 H 1.1208 -2.7002 1.4883  -0.502
77 H -0.6971 -1.8467 0.1547  0.381
78 C 0.5146 4.0238 2.4395  -0.160
79 O 0.1668 4.9413 3.4920  -0.398
80 C -1.1344 5.0645 3.7086  0.703
81 O -2.0181 4.4960 3.1218  -0.497
82 O -1.3107 5.9428 4.7079  -0.378
83 C -2.6778 6.1666 5.0417  -0.626
84 H 1.5979 4.0207 2.3694  0.257
85 H 0.1713 3.0183 2.6749  0.069
86 H 0.1017 4.3517 1.4886  0.304
87 H -3.1497 5.2439 5.3759  0.292
88 H -3.2206 6.5770 4.1917  0.275
89 H -2.6839 6.8883 5.8546  0.218
90 C -0.9352 5.3469 -2.7935  -0.435
91 O -1.4923 6.6277 -2.4444  -0.279
92 C -2.1403 7.2339 -3.4232  0.885
93 O -2.2983 6.8164 -4.5454  -0.586
94 O -2.6038 8.4025 -2.9640  -0.361
95 C -3.3348 9.1599 -3.9251  -0.580
96 H -0.4353 4.9593 -1.9119  0.126
97 H -1.7221 4.6560 -3.0868  0.217
98 H -0.2064 5.4523 -3.5932  0.283
99 H -4.2160 8.6137 -4.2587  0.212
100 H -2.7054 9.4134 -4.7769  0.290
101 H -3.6483 10.0726 -3.4257  0.237
102 C -4.6652 4.9100 -4.9194  -0.283
103 O -5.8434 4.7627 -5.7293  -0.322
104 C -6.9585 5.2000 -5.1614  0.759
105 O -7.0591 5.6960 -4.0685  -0.549
106 O -7.9697 4.9998 -6.0164  -0.339
107 C -9.2376 5.4292 -5.5257  -0.628
108 H -3.8337 4.5238 -5.4992  0.266
109 H -4.4821 5.9540 -4.6962  0.025
110 H -4.7612 4.3334 -4.0004  0.272
111 H -9.2323 6.4998 -5.3274  0.290
112 H -9.5072 4.8830 -4.6234  0.292
113 H -9.9612 5.2120 -6.3068  0.211
114 C 2.3237 -5.3457 3.4872  -0.570
115 O 3.5015 -4.8482 2.8395  0.302
116 C 4.4792 -5.7379 2.7013  0.452
117 O 4.4566 -6.8857 3.0661  -0.614
118 O 5.4953 -5.1376 2.0743  -0.227
119 C 6.6218 -5.9806 1.8414  -0.741
120 H 1.6173 -4.5203 3.5276  0.076
121 H 1.8896 -6.1620 2.9126  0.338
122 H 2.5547 -5.6755 4.4988  0.321
123 H 6.3488 -6.8220 1.2060  0.283
124 H 7.0375 -6.3377 2.7823  0.293
125 H 7.3620 -5.3710 1.3303  0.236
126 C 3.7938 -6.0806 -1.2493  -0.292
127 O 4.1536 -7.4572 -1.4619  -0.375
128 C 3.2321 -8.3291 -1.0719  0.764
129 O 2.1668 -8.0712 -0.5760  -0.557
130 O 3.6922 -9.5625 -1.3227  -0.360
131 C 2.7929 -10.6019 -0.9435  -0.647
132 H 4.6230 -5.4747 -1.6042  0.196
133 H 2.9051 -5.8203 -1.8170  0.362
134 H 3.6416 -5.8758 -0.1924  0.078
135 H 1.8567 -10.5217 -1.4936  0.289
136 H 2.6012 -10.5735 0.1277  0.295
137 H 3.2797 -11.5400 -1.1970  0.220

Atoms 1-6, force components in eV/Å:
C -0.342 0.492 0.024
C -0.247 0.884 0.651
C 0.548 -1.039 0.009
C -0.525 -0.560 -0.618
C 0.769 -0.285 -0.406
C -0.298 -0.668 0.031